[1]
Here is 2 unconnected molecules or ions with the total composition C2H7Cl2N2P in a non-equilibrium geometry from the OMol25 dataset. Energies are from ωB97M-V/def2-TZVPD.

Geometry as ORCA input:
```
! wB97M-V def2-TZVPD RIJCOSX def2/J DEFGRID3
* xyz 0 1
H 1.9407 -1.3517 0.1221
H -0.7498 -1.2519 -1.7605
Cl 2.9715 -1.2896 -0.6269
H -0.4695 0.4634 -2.1202
H -0.0486 -2.0800 0.2684
H -1.5557 -1.5117 1.0233
C -0.5407 -0.2650 -1.3603
N -0.2812 -0.0778 -0.1355
Cl 1.6448 2.1084 -0.3984
N -0.8810 2.8177 0.3998
C -0.3871 -1.2174 0.7902
H -1.5860 2.9156 1.0764
H -0.1878 -1.0534 1.8573
P 0.1304 1.7935 0.8643
*
```

Output
- LUMO (eV) = -0.202
- HOMO energy (eV) = -8.470
- strongest force on any atom (eV/Å) = 4.51
- E (eV) = -39499.95080

***

[2]
Here is C2H7ClSi in the gas phase in a non-equilibrium geometry from the OMol25 dataset. Energies are from ωB97M-V/def2-TZVPD.

Geometry as ORCA input:
```
! wB97M-V def2-TZVPD RIJCOSX def2/J DEFGRID3
* xyz 0 1
Cl -1.6617 -2.4287 0.5855
H 0.5343 2.2792 -0.7469
H 1.7189 1.1220 -0.2601
H -0.3698 1.2604 1.6430
H 0.1206 -1.6353 -0.6135
H 0.5942 -1.9073 1.0358
H -1.8295 0.3862 -0.1245
C 0.7335 1.2168 -0.6933
C -0.1883 -1.5095 0.3488
Si -0.5619 0.5080 0.4717
H 0.9097 0.7081 -1.6464
*
```

Output
- LUMO (eV) = 0.962
- HOMO energy (eV) = -9.665
- SMILES string = C[SiH2]CCl
- strongest force on any atom (eV/Å) = 4.32
- E (eV) = -22586.76917

***

[3]
Here is C2H7FN2 in the gas phase in a non-equilibrium geometry from the OMol25 dataset. Energies are from ωB97M-V/def2-TZVPD.

Geometry as ORCA input:
```
! wB97M-V def2-TZVPD RIJCOSX def2/J DEFGRID3
* xyz 0 1
H -1.7542 -0.0008 -0.3437
N 0.9459 -0.0934 1.3643
C 0.4223 0.0384 0.1027
N 0.4880 -1.1562 -0.6696
F 1.1668 1.1209 -0.6644
H -0.1089 -1.3051 -1.4571
H 1.4480 -1.3949 -0.7871
H -0.9840 1.4525 -0.7379
C -1.0737 0.6935 0.0414
H 1.4026 0.6716 1.9969
H 1.2895 -1.0658 1.6428
H -1.3063 1.0081 1.0637
*
```

Output
- LUMO (eV) = 1.083
- HOMO energy (eV) = -9.558
- SMILES string = CC(N)(N)F
- strongest force on any atom (eV/Å) = 4.66
- E (eV) = -7884.82783

***

[4]
Here is 2 unconnected molecules or ions with the total composition C2H7FNO in a non-equilibrium geometry from the OMol25 dataset. Energies are from ωB97M-V/def2-TZVPD.

Geometry as ORCA input:
```
! wB97M-V def2-TZVPD RIJCOSX def2/J DEFGRID3
* xyz 1 1
H 1.1215 -1.1834 0.2396
H 0.0541 1.7662 -0.0162
O -1.4669 -1.1067 -0.5466
H -2.1755 0.8090 0.0700
H 0.2788 1.0657 1.5400
F -1.9491 -0.4726 1.4862
C 0.2909 0.7528 0.4778
N 1.0720 -0.2386 -0.2106
H 0.5043 -0.3226 -0.9943
H 2.0524 0.0048 -0.4607
C -1.6695 -0.1159 0.2306
H -1.4633 -2.0361 -0.2801
*
```

Output
- LUMO (eV) = -3.870
- HOMO energy (eV) = -13.729
- strongest force on any atom (eV/Å) = 6.01
- E (eV) = -8432.64698

***

[5]
Here is a molecular structure, C2H7I2N2O in a non-equilibrium geometry from the OMol25 dataset. Energies are from ωB97M-V/def2-TZVPD.

Geometry as ORCA input:
```
! wB97M-V def2-TZVPD RIJCOSX def2/J DEFGRID3
* xyz 1 1
O -1.2261 0.2969 -1.1212
H -1.8892 0.2654 1.1092
H 1.6397 0.7753 -0.1693
C -0.8606 -0.2652 1.2693
H -1.4747 -0.4375 -1.6316
H -0.1874 0.2965 1.9673
I 2.1896 -1.8096 0.6373
I 1.0269 -1.2267 -2.7180
C -0.2504 -0.1145 -0.0705
H -1.0208 -1.3209 1.6923
H 0.4769 1.6222 -0.9515
N 0.5139 -1.1994 -0.6328
N 0.6681 1.1901 -0.0193
H 0.3940 1.9275 0.6387
*
```

Output
- LUMO (eV) = -5.611
- HOMO energy (eV) = -13.332
- strongest force on any atom (eV/Å) = 4.07
- E (eV) = -23407.40462

***

[6]
Here is a molecular structure, C2H7I2N2O in a non-equilibrium geometry from the OMol25 dataset. Energies are from ωB97M-V/def2-TZVPD.

Geometry as ORCA input:
```
! wB97M-V def2-TZVPD RIJCOSX def2/J DEFGRID3
* xyz 1 1
H -0.5640 -1.4636 -0.1403
O 0.4734 1.6063 -0.6785
H 0.2293 1.7366 -1.6367
H -0.6671 0.9416 1.0779
C -0.1968 -0.7762 -0.9123
H -0.0708 -0.5641 1.5955
H 0.3524 -1.3106 -1.6789
H -0.9728 -0.1828 -1.4977
I 2.6029 -1.9297 0.0138
I 3.4470 1.5092 0.0194
H 0.7302 0.9526 1.8245
N 0.1787 0.3327 1.2649
C 0.7572 0.2794 -0.2712
N 2.0638 -0.0041 -0.4047
*
```

Output
- LUMO (eV) = -4.867
- HOMO energy (eV) = -12.979
- strongest force on any atom (eV/Å) = 4.20
- E (eV) = -23408.00716

***

The following ΔE to the lowest compared entry with this formula, charge and spin values (in kcal/mol) correspond, in order, to the records above: 51.1, 39.8, 24.0, 38.0, 43.4, 29.5.